C39H35F5FeN7O2S4 | ωB97M-V with the def2-TZVPD basis set

The geometry in ORCA input format:
```
! wB97M-V def2-TZVPD RIJCOSX def2/J DEFGRID3
* xyz 2 2
Fe -0.8701 0.0572 -0.2487
C -2.5439 -1.9359 3.5154
C -2.4916 -1.5651 2.1766
N -1.8733 -0.4577 1.7955
C -1.3177 0.2942 2.7556
C -1.3498 -0.1024 4.0870
N -1.9571 -1.2185 4.4648
C -0.7313 1.5530 2.2593
C -0.3600 2.6255 3.0440
C 0.0447 3.8122 2.4376
C -0.0891 3.9156 1.0537
C -0.5061 2.8133 0.3420
N -0.7144 1.6235 0.9239
C -0.9856 2.8053 -1.0403
C -1.0781 3.9072 -1.8746
N -1.6939 3.8498 -3.0487
C -2.2378 2.6893 -3.3815
C -2.1320 1.5638 -2.5730
N -1.4956 1.6194 -1.4101
C 0.5607 4.9354 3.2415
C 1.4415 4.6922 4.2898
C 1.9272 5.7744 5.0086
N 1.5868 7.0346 4.7601
C 0.7390 7.2577 3.7612
C 0.2050 6.2522 2.9693
H -3.0693 -2.8318 3.8225
H -2.9653 -2.1575 1.4051
H -0.8654 0.4830 4.8594
H -0.3873 2.5510 4.1215
H 0.1290 4.8485 0.5539
H -0.6412 4.8568 -1.5929
H -2.7761 2.6323 -4.3193
H -2.5378 0.6155 -2.8751
H 1.7788 3.6891 4.5194
H 2.6271 5.6179 5.8214
H 0.4687 8.2921 3.5828
H -0.4960 6.5007 2.1828
O -2.4103 -1.0400 -1.1045
S -3.5401 -1.8917 -1.6643
C -2.9480 -3.6220 -1.8810
C -1.4627 -3.8212 -1.6101
C -1.1901 -4.1983 -0.1602
C 0.2892 -4.3172 0.1569
S 1.1107 -2.6733 0.2044
O -0.0444 -1.6774 0.3267
C 1.8660 -2.7772 1.8046
C 1.4240 -1.9961 2.8515
C 2.0546 -2.1107 4.0825
C 3.1145 -2.9887 4.2422
C 3.5591 -3.7561 3.1706
C 2.9378 -3.6521 1.9374
C -3.7397 -1.4441 -3.3684
C -4.9691 -0.9102 -3.7223
C -5.1814 -0.5209 -5.0414
C -4.1663 -0.6575 -5.9728
C -2.9300 -1.1891 -5.6048
C -2.7125 -1.5934 -4.3022
H -3.2227 -3.8870 -2.8993
H -3.5622 -4.2158 -1.2033
H -0.9235 -2.9127 -1.8710
H -1.0921 -4.6105 -2.2676
H -1.6617 -5.1574 0.0664
H -1.6315 -3.4591 0.5099
H 0.8226 -4.8771 -0.6124
H 0.4623 -4.7858 1.1235
H 0.6108 -1.3038 2.6977
H 1.7182 -1.5099 4.9174
H 3.6039 -3.0748 5.2028
H 4.3933 -4.4329 3.2946
H 3.2909 -4.2412 1.0985
H -5.7520 -0.7998 -2.9823
H -6.1391 -0.1126 -5.3339
H -4.3345 -0.3553 -6.9979
H -2.1458 -1.2959 -6.3421
H -1.7541 -2.0084 -4.0114
S 2.5114 1.2315 2.0806
C 3.6440 2.1125 1.2490
N 4.7574 1.6414 0.6965
C 5.5487 2.5348 -0.1401
C 5.1759 3.9554 0.2887
S 3.4990 3.8308 0.9826
H 4.9211 0.6471 0.7243
H 5.3207 2.3628 -1.1946
H 6.6089 2.3477 0.0215
H 5.1690 4.6395 -0.5554
H 5.8497 4.3384 1.0517
F 1.9768 -0.2917 -0.7281
C 0.9927 0.3407 -1.3818
F 1.3032 1.6502 -1.4187
C 0.9585 -0.2179 -2.8114
F 0.5722 -1.5018 -2.7922
F 2.1719 -0.1574 -3.3520
F 0.1216 0.4661 -3.5927
*
```

LUMO (alpha / beta)	-6.7 / -6.0	eV
⟨S²⟩	1.13
Kohn-Sham gap (alpha / beta)	6.039 / 6.745	eV
E_HOMO (alpha / beta)	-12.77 / -12.77	eV

---

C39H35F6IrN6O8S3 | ωB97M-V with the def2-TZVPD basis set

The geometry in ORCA input format:
```
! wB97M-V def2-TZVPD RIJCOSX def2/J DEFGRID3
* xyz 1 2
Ir -0.3599 -0.0408 0.3661
O -1.2510 -1.6840 -0.2900
C -1.2937 -2.7840 0.4246
C -1.9110 -3.8976 -0.1822
C -1.9948 -5.1085 0.4585
C -1.4708 -5.2841 1.7481
C -0.8824 -4.2127 2.3646
C -0.7864 -2.9480 1.7427
C -0.2673 -1.8933 2.5680
N -0.1085 -0.6673 2.2273
C 0.3785 0.3594 3.1669
C 0.1820 1.7329 2.5106
N 0.5619 1.5444 1.1137
C 1.5726 2.1380 0.5642
C 2.2828 1.5716 -0.5344
C 3.2737 2.3526 -1.1669
C 4.1995 1.7826 -1.9935
C 4.2115 0.3836 -2.1596
C 3.2891 -0.4090 -1.5392
C 2.2599 0.1605 -0.7612
O 1.4097 -0.6630 -0.1921
H -2.2858 -3.7622 -1.1883
H -2.4616 -5.9438 -0.0482
H -1.5273 -6.2445 2.2401
H -0.4818 -4.3207 3.3665
H -0.0253 -2.1589 3.5960
H 1.4409 0.1898 3.3563
H -0.1719 0.2928 4.1053
H 0.7958 2.4916 2.9959
H -0.8705 2.0163 2.5486
H 1.9870 3.0194 1.0464
H 3.2712 3.4199 -0.9839
H 4.9358 2.3931 -2.4968
H 4.9602 -0.0723 -2.7936
H 3.2829 -1.4800 -1.6703
C -4.7276 2.3672 3.3967
O -4.6495 1.1573 2.6550
C -4.0292 0.1020 3.2084
C -3.4545 0.0978 4.4756
C -2.9453 -1.0783 5.0094
C -2.9973 -2.2627 4.2907
C -3.5332 -2.2545 3.0136
C -4.0136 -1.0805 2.4574
N -4.6188 -1.1742 1.1735
C -4.7754 -0.3406 0.1705
C -4.2026 0.9119 -0.1340
C -4.9450 1.7243 -1.0228
C -4.4966 2.9633 -1.3908
C -3.2498 3.3961 -0.9209
C -2.4798 2.6072 -0.0982
C -2.9281 1.3441 0.3003
O -2.1697 0.5401 1.0287
H -5.3239 3.0444 2.7929
H -3.7327 2.7935 3.5477
H -5.2144 2.2072 4.3600
H -3.4423 1.0031 5.0650
H -2.5322 -1.0681 6.0100
H -2.6322 -3.1865 4.7181
H -3.5635 -3.1675 2.4281
H -5.0787 -2.0648 1.0374
H -5.4883 -0.7122 -0.5595
H -5.8868 1.3501 -1.4061
H -5.0726 3.5783 -2.0670
H -2.8536 4.3501 -1.2495
H -1.4881 2.9301 0.1912
F -0.9792 1.3123 -5.1444
C -0.9504 1.7150 -3.8822
F 0.2337 2.2333 -3.6071
F -1.8838 2.6471 -3.6988
S -1.3528 0.2678 -2.7662
O -0.5720 0.7084 -1.5740
O -2.7677 0.2857 -2.5667
N -0.9161 -1.0336 -3.4469
S 0.4515 -1.3335 -4.2076
O 1.4935 -0.4147 -3.8451
O 0.2107 -1.6410 -5.5760
C 0.9172 -2.9725 -3.4346
F 0.5217 -3.9752 -4.2050
F 2.2471 -3.0292 -3.3149
F 0.3852 -3.1248 -2.2235
N -0.8852 6.7788 0.0921
C 0.1186 6.3317 -0.6807
S 0.3186 4.6955 -1.0216
N 0.9765 7.2463 -1.1731
C 0.9057 8.6619 -1.0261
C 2.0008 9.3434 -0.5111
C 1.9603 10.7241 -0.3951
C 0.8237 11.4243 -0.7742
C -0.2670 10.7407 -1.2913
C -0.2249 9.3612 -1.4331
H -1.5614 6.1100 0.4108
H -1.0344 7.7599 0.2602
H 1.7689 6.8525 -1.6548
H 2.8781 8.7893 -0.2016
H 2.8172 11.2528 0.0001
H 0.7920 12.5008 -0.6760
H -1.1472 11.2832 -1.6095
H -1.0528 8.8308 -1.8870
*
```

LUMO (alpha / beta)	-3.3 / -5.0	eV
⟨S²⟩	0.77
Kohn-Sham gap (alpha / beta)	7.296 / 5.443	eV
E_HOMO (alpha / beta)	-10.61 / -10.41	eV

---

C39H35IN4O4ReS | ωB97M-V with the def2-TZVPD basis set

The geometry in ORCA input format:
```
! wB97M-V def2-TZVPD RIJCOSX def2/J DEFGRID3
* xyz 0 2
Re -0.0879 0.3100 0.0401
C 3.7391 0.6874 -2.3317
C 3.0398 -0.5824 -2.6995
N 3.4709 -1.2990 -3.7140
C 2.8308 -2.4460 -4.0220
C 1.7651 -2.9430 -3.3143
C 1.0738 -4.1952 -3.7745
O -0.3037 -3.9745 -4.0808
C 1.2886 -2.1920 -2.2190
C 0.1504 -2.6711 -1.4639
N -0.5742 -1.9879 -0.6431
C -1.8235 -2.5869 -0.2928
C -2.4889 -3.4780 -1.1466
C -3.7346 -3.9839 -0.8159
C -4.3706 -3.5979 0.3541
C -3.7580 -2.6796 1.1899
C -2.5102 -2.1878 0.8510
I -1.5806 -0.7752 2.0444
C 1.9065 -0.9830 -1.9350
O 1.5234 -0.2447 -0.9388
H 4.6120 0.8161 -2.9669
H 3.0723 1.5462 -2.4527
H 4.0346 0.6666 -1.2803
H 3.2071 -2.9841 -4.8855
H 1.6037 -4.5947 -4.6431
H 1.0893 -4.9699 -3.0047
H -0.3795 -3.1203 -4.5297
H -0.1394 -3.6929 -1.6849
H -2.0381 -3.7489 -2.0928
H -4.2222 -4.6716 -1.4944
H -5.3491 -3.9861 0.6034
H -4.2512 -2.3408 2.0913
O 2.0873 -1.7689 1.6103
S 2.6418 -0.4910 1.9744
O 3.9304 -0.1064 1.4522
N 1.5077 0.6067 1.6462
C 1.6263 1.9118 2.0559
C 2.6928 2.5282 2.6885
C 2.5937 3.8539 3.1448
C 1.4566 4.5942 2.9799
C 0.3663 4.0281 2.2836
C -0.8425 4.7168 2.0545
C -1.8518 4.1040 1.3664
C -1.6473 2.8214 0.8477
N -0.5193 2.1472 1.0168
C 0.4738 2.7128 1.7862
C 2.8051 -0.4986 3.7483
C 4.0155 -0.1754 4.3372
C 4.1316 -0.2088 5.7207
C 3.0411 -0.5620 6.5011
C 1.8324 -0.8985 5.9012
C 1.7144 -0.8736 4.5219
H 3.6168 1.9876 2.8282
H 3.4474 4.2888 3.6497
H 1.3788 5.6065 3.3549
H -0.9571 5.7245 2.4359
H -2.7976 4.5953 1.1864
H -2.4050 2.3272 0.2582
H 4.8554 0.0881 3.7076
H 5.0760 0.0401 6.1874
H 3.1326 -0.5838 7.5797
H 0.9863 -1.1889 6.5109
H 0.7904 -1.1625 4.0373
C -0.6646 2.7036 -2.3418
C -1.5819 1.4838 -2.4806
C -3.0307 1.9756 -2.5954
C -1.4362 0.4855 -1.3223
C -1.1929 0.6331 -3.6979
C 0.1251 0.5909 -4.1562
C 0.4948 -0.2139 -5.2240
C -0.4499 -1.0093 -5.8601
C -1.7616 -0.9960 -5.4047
C -2.1249 -0.1864 -4.3350
H -1.0088 3.3422 -1.5286
H -0.6634 3.2988 -3.2583
H 0.3621 2.4200 -2.1111
H -3.2549 2.6714 -1.7841
H -3.7485 1.1567 -2.5301
H -3.1938 2.5031 -3.5384
H -2.2355 -0.2648 -1.4618
H 0.8837 1.1937 -3.6771
H 1.5264 -0.2227 -5.5521
H -0.1682 -1.6247 -6.7062
H -2.5113 -1.6117 -5.8878
H -3.1552 -0.1971 -4.0036
*
```

LUMO (alpha / beta)	-0.5 / -0.7	eV
⟨S²⟩	0.76
Kohn-Sham gap (alpha / beta)	6.393 / 6.123	eV
E_HOMO (alpha / beta)	-6.85 / -6.80	eV

---

C39H35N4O5P2Re | ωB97M-V with the def2-TZVPD basis set

The geometry in ORCA input format:
```
! wB97M-V def2-TZVPD RIJCOSX def2/J DEFGRID3
* xyz 3 2
Re -0.0324 -0.0354 0.2471
O 2.0546 -1.3387 3.6937
C 1.2497 -1.1197 2.7139
O 1.4434 -0.2926 1.8158
C 0.0352 -1.9957 2.6648
O -0.9612 -1.3834 1.8321
C -1.9272 -0.6243 2.6287
C -1.4150 0.8022 2.7377
O -1.5300 1.5151 3.6743
O -0.8206 1.1480 1.5740
H 2.8557 -0.7825 3.6676
H 0.3298 -2.9450 2.2083
H -0.3484 -2.1957 3.6635
H -2.8750 -0.6309 2.0991
H -2.0570 -1.0998 3.5971
C -5.6105 -0.0665 -1.1667
C -5.1356 1.0661 -1.8202
C -3.7898 1.3714 -1.8054
C -2.9040 0.5259 -1.1282
C -3.3792 -0.6119 -0.4849
C -4.7296 -0.9079 -0.5009
N -1.5168 0.8480 -1.0374
N -1.2013 1.9073 -1.6296
C 0.0449 2.4150 -1.3284
C 0.4210 3.6414 -1.8367
C 1.6089 4.2015 -1.3866
C 2.3675 3.5112 -0.4539
C 1.9441 2.2681 -0.0212
N 0.8003 1.7215 -0.4555
H -6.6685 -0.2924 -1.1801
H -5.8247 1.7230 -2.3328
H -3.4310 2.2619 -2.2974
H -2.6876 -1.2898 -0.0101
H -5.0975 -1.7980 -0.0080
H -0.2302 4.1403 -2.5405
H 1.9288 5.1709 -1.7448
H 3.2891 3.9206 -0.0651
H 2.5203 1.6838 0.6839
N 0.9293 -1.6136 -2.2680
P -0.3690 -2.0708 -1.2929
C -0.1143 -3.7227 -0.6161
C -0.9325 -4.2322 0.3962
C -0.7847 -5.5441 0.8185
C 0.1702 -6.3617 0.2240
C 0.9650 -5.8695 -0.8013
C 0.8281 -4.5539 -1.2198
C -1.7314 -2.2490 -2.4460
C -2.6458 -3.2977 -2.3222
C -3.6699 -3.4302 -3.2454
C -3.7817 -2.5285 -4.2952
C -2.8657 -1.4913 -4.4296
C -1.8440 -1.3474 -3.5080
P 1.9884 -0.8560 -1.1795
C 3.2224 -2.0320 -0.5928
C 3.0425 -2.7785 0.5715
C 3.9562 -3.7495 0.9420
C 5.0553 -4.0073 0.1327
C 5.2250 -3.3042 -1.0531
C 4.3196 -2.3194 -1.4157
C 2.8996 0.3599 -2.1367
C 2.3521 0.8686 -3.3153
C 3.0611 1.8000 -4.0599
C 4.3047 2.2392 -3.6231
C 4.8438 1.7511 -2.4372
C 4.1460 0.8146 -1.6941
H 1.2220 -2.1344 -3.0916
H -1.7191 -3.6224 0.8252
H -1.4292 -5.9377 1.5935
H 0.2810 -7.3873 0.5493
H 1.6931 -6.5106 -1.2796
H 1.4661 -4.1954 -2.0173
H -2.5540 -4.0279 -1.5323
H -4.3716 -4.2485 -3.1559
H -4.5747 -2.6430 -5.0222
H -2.9439 -0.8027 -5.2601
H -1.1325 -0.5373 -3.6219
H 2.1558 -2.6483 1.1699
H 3.8079 -4.3152 1.8524
H 5.7736 -4.7634 0.4203
H 6.0691 -3.5172 -1.6948
H 4.4773 -1.7771 -2.3382
H 1.3839 0.5303 -3.6661
H 2.6496 2.1714 -4.9888
H 4.8603 2.9564 -4.2126
H 5.8144 2.0902 -2.1012
H 4.5835 0.4268 -0.7822
*
```

LUMO (alpha / beta)	-9.7 / -10.7	eV
⟨S²⟩	0.76
Kohn-Sham gap (alpha / beta)	6.851 / 5.813	eV
E_HOMO (alpha / beta)	-16.56 / -16.53	eV

---

C39H36BrCl2CsF3GeN5O4S | ωB97M-V with the def2-TZVPD basis set

The geometry in ORCA input format:
```
! wB97M-V def2-TZVPD RIJCOSX def2/J DEFGRID3
* xyz -2 1
Cs -2.2165 0.6204 0.0610
Cl -4.3358 -6.6623 -2.1355
C -3.3614 -5.2457 -1.8343
C -3.9174 -4.2015 -1.1117
C -3.1840 -3.0393 -0.8307
N -3.6154 -2.0102 -0.0300
C -4.9113 -1.7355 0.0904
O -5.8923 -2.1880 -0.5265
C -5.2324 -0.6963 1.1903
C -6.5459 -0.2587 1.3404
C -6.8373 0.6466 2.3473
C -5.8178 1.0849 3.1812
C -4.5366 0.5965 2.9636
N -4.2600 -0.2691 1.9942
C -1.8457 -2.9843 -1.3330
C -1.3194 -4.0259 -2.0729
C -2.0714 -5.1695 -2.3203
Cl -1.3587 -6.4522 -3.2586
N -1.1616 -1.7767 -1.1679
C -0.0069 -1.6359 -0.6672
O 0.4198 -0.3921 -0.4990
C 0.9134 -2.7298 -0.2074
C 1.9207 -3.1822 -1.0556
C 2.7624 -4.1816 -0.6045
C 2.5701 -4.6848 0.6737
C 1.5402 -4.1625 1.4392
N 0.7208 -3.2052 1.0175
H -4.9399 -4.2668 -0.7760
H -7.2905 -0.6454 0.6588
H -7.8498 1.0110 2.4810
H -5.9959 1.7944 3.9788
H -3.7004 0.9208 3.5734
H -0.3265 -3.9475 -2.4932
H 2.0204 -2.7536 -2.0456
H 3.5534 -4.5637 -1.2376
H 3.1984 -5.4689 1.0747
H 1.3603 -4.5288 2.4447
F -1.3153 1.3536 7.6107
C -1.3458 1.9646 6.3848
F -2.5260 2.6113 6.3544
F -0.3872 2.9080 6.4478
C -1.1562 0.9772 5.2778
C -1.0370 -0.3629 5.5990
C -0.8645 -1.3024 4.5945
C -0.8059 -0.8295 3.2886
N -0.9132 0.4460 2.9598
C -1.1138 1.3924 3.9119
S -1.3293 3.0091 3.4014
H -1.0848 -0.6695 6.6352
H -0.7866 -2.3601 4.8038
H -0.6669 -1.5225 2.4628
Br 0.9703 -2.3692 -5.0795
C 0.7804 -0.4819 -4.8711
C 1.4296 0.3592 -5.7591
C 1.2926 1.7267 -5.5760
C 0.5531 2.2263 -4.5143
C -0.0841 1.3685 -3.6241
C 0.0136 -0.0067 -3.8230
C -0.7938 1.8871 -2.3705
O -2.0352 1.8628 -2.3655
O -0.0261 2.2036 -1.4352
H 2.0234 -0.0421 -6.5690
H 1.7850 2.4084 -6.2604
H 0.4843 3.2967 -4.3576
H -0.5000 -0.6841 -3.1519
C 4.5537 2.8589 -3.6928
C 5.0898 1.6105 -3.0062
C 4.3536 1.2740 -1.7087
C 2.8823 0.9265 -1.9180
Ge 2.0162 0.4603 -0.2170
C 1.8142 1.8306 1.1541
C 1.7549 3.2839 0.6972
C 1.9982 4.2721 1.8353
C 3.4472 4.3211 2.3044
H 5.1499 3.1170 -4.5710
H 4.5686 3.7151 -3.0139
H 3.5236 2.7187 -4.0208
H 6.1568 1.7378 -2.7946
H 5.0098 0.7565 -3.6876
H 4.4385 2.1247 -1.0216
H 4.8667 0.4387 -1.2189
H 2.7932 0.0733 -2.5995
H 2.3253 1.7505 -2.3586
H 2.8428 -0.7121 0.4019
H 2.6821 1.6617 1.8040
H 0.9372 1.5824 1.7602
H 0.7798 3.4601 0.2490
H 2.4886 3.4690 -0.1012
H 1.3346 4.0174 2.6661
H 1.6982 5.2702 1.5002
H 3.7871 3.3499 2.6701
H 3.5816 5.0347 3.1205
H 4.1164 4.6152 1.4894
*
```

LUMO	3.6	eV
Kohn-Sham gap	5.846	eV
E_HOMO	-2.22	eV

---

Record order is preserved below.
Strongest force on any atom: 1.38, 0.26, 1.92, 0.57, 1.27 eV Å⁻¹
Record order is preserved below.
ΔE to the lowest compared entry with this formula, charge and spin: 26.5, 0.0, 41.6, 0.0, 17.4 kcal/mol